{"formula": "C27H50Br6O17S3", "method": "wB97M-V/def2-TZVPD", "species": ["O", "C", "O", "C", "C", "C", "H", "H", "H", "H", "H", "H", "O", "C", "O", "C", "C", "C", "H", "H", "H", "H", "H", "H", "O", "C", "O", "C", "C", "C", "H", "H", "H", "H", "H", "H", "O", "C", "O", "C", "C", "C", "H", "H", "H", "H", "H", "H", "O", "S", "O", "O", "C", "C", "C", "H", "H", "H", "H", "H", "H", "H", "H", "O", "S", "O", "O", "C", "C", "C", "H", "H", "H", "H", "H", "H", "H", "H", "O", "S", "O", "O", "C", "C", "C", "H", "H", "H", "H", "H", "H", "H", "H", "C", "Br", "Br", "Br", "H", "C", "Br", "Br", "Br", "H"], "positions_angstrom": [[3.2792, -3.0498, -0.4190], [2.3116, -3.5006, -0.9431], [1.0970, -3.4958, -0.3151], [0.1087, -4.1711, -1.1462], [0.9111, -4.9477, -2.1831], [2.1655, -4.0991, -2.3268], [-0.5624, -3.4071, -1.5416], [-0.4768, -4.8346, -0.5128], [0.3388, -5.1217, -3.0907], [1.1282, -5.9329, -1.7613], [1.9748, -3.2815, -3.0268], [3.0594, -4.6424, -2.6132], [3.2546, 0.1546, -6.1177], [3.1361, 0.3050, -4.9424], [2.1783, -0.3521, -4.2270], [2.1042, 0.1531, -2.8747], [3.4446, 0.8476, -2.6337], [3.9150, 1.2448, -4.0257], [2.0027, -0.7001, -2.2100], [1.2243, 0.7764, -2.7556], [4.1092, 0.0828, -2.2156], [3.3982, 1.5831, -1.8380], [4.9825, 1.1880, -4.2004], [3.5322, 2.2262, -4.3346], [-3.3178, -3.4158, -0.1262], [-3.9454, -3.1213, 0.8472], [-3.9864, -3.9308, 1.9268], [-4.7635, -3.3658, 2.9807], [-4.9126, -1.8890, 2.6355], [-4.7369, -1.8640, 1.1184], [-4.2635, -3.4793, 3.9373], [-5.7312, -3.8667, 2.9909], [-4.1268, -1.2942, 3.1038], [-5.8640, -1.5101, 3.0060], [-4.2520, -0.9665, 0.7497], [-5.6996, -1.9615, 0.6082], [0.7288, 3.5284, -5.0695], [-0.1648, 3.3128, -4.3100], [-1.4197, 3.0397, -4.7548], [-2.3326, 2.8433, -3.6665], [-1.4809, 2.6653, -2.3995], [-0.1261, 3.2529, -2.7939], [-2.8805, 1.9377, -3.9265], [-3.0389, 3.6683, -3.5724], [-1.4107, 1.6312, -2.0757], [-1.9190, 3.2223, -1.5695], [0.7259, 2.6308, -2.5498], [0.0250, 4.2594, -2.4109], [-0.6604, -1.0733, -3.7311], [-1.1905, -2.1171, -4.5357], [-0.5150, -3.3554, -4.6642], [-2.6420, -2.4925, -4.0070], [-3.2130, -1.6693, -2.9546], [-4.5996, -2.2065, -2.6950], [-1.5282, -1.4436, -6.1281], [-3.2903, -0.6332, -3.2815], [-2.5870, -1.8202, -2.0819], [-5.2149, -1.9821, -3.5699], [-5.0245, -1.6836, -1.8406], [-4.6031, -3.2726, -2.4931], [-2.0074, -2.1736, -6.7680], [-0.5435, -1.2194, -6.5452], [-2.0449, -0.5085, -5.9508], [1.1313, -0.7860, 4.4193], [2.5366, -0.6130, 4.5486], [3.3125, -0.5600, 3.3556], [2.7601, 0.7133, 5.3953], [3.9536, 1.5006, 5.1291], [3.9235, 2.6668, 6.0913], [3.2114, -1.8401, 5.6271], [3.8932, 1.9045, 4.1188], [4.8543, 0.8982, 5.2351], [3.0313, 3.2726, 5.9355], [4.8083, 3.2959, 5.9755], [3.9514, 2.3543, 7.1385], [4.2623, -1.5880, 5.7535], [3.1074, -2.7605, 5.0587], [2.6969, -1.8065, 6.5797], [2.8414, 1.3640, 0.4550], [1.6205, 2.0818, 0.5642], [1.4021, 3.3198, -0.1023], [0.4883, 1.1015, 0.0885], [0.3813, -0.1697, 0.7927], [-0.9053, -0.8296, 0.4013], [1.2183, 2.3594, 2.2420], [0.4842, -0.0091, 1.8703], [1.2357, -0.8210, 0.5772], [-1.0290, -1.7348, 0.9948], [-0.9002, -1.1167, -0.6501], [-1.7586, -0.1564, 0.5318], [0.1784, 2.6571, 2.2901], [1.8938, 3.1329, 2.5998], [1.3972, 1.4887, 2.8662], [1.0553, 6.8257, 4.0455], [0.8759, 5.6362, 5.5543], [-0.4380, 8.0461, 4.0208], [1.0939, 5.8451, 2.3913], [1.9601, 7.4002, 4.1553], [-1.8051, 2.3915, 4.6788], [-0.0232, 2.1760, 5.3597], [-2.1037, 1.2577, 3.1556], [-2.1603, 4.2087, 4.0988], [-2.4969, 2.1912, 5.4798]], "forces_ev_per_angstrom": [[0.511, 0.244, 0.227], [-0.626, 0.053, -0.167], [-0.027, -0.373, -0.370], [0.023, 0.106, 0.369], [-0.319, -0.264, 0.116], [-0.365, -0.189, 0.118], [0.099, -0.031, -0.243], [-0.001, 0.135, 0.132], [0.111, 0.251, -0.114], [0.240, 0.072, -0.014], [0.160, 0.043, -0.058], [0.072, 0.084, -0.054], [0.127, -0.177, -0.371], [-0.041, -0.032, 0.654], [0.025, 0.324, 0.046], [0.485, -0.400, -0.113], [0.338, -0.680, 0.399], [-0.995, 0.185, -0.111], [-0.182, -0.108, 0.023], [-0.075, 0.099, -0.222], [0.085, 0.054, -0.202], [-0.077, 0.445, -0.373], [0.046, 0.007, -0.069], [0.304, 0.088, 0.190], [0.002, -0.005, -0.254], [0.445, 0.093, 0.143], [0.227, -0.234, 0.060], [-0.303, 0.440, -0.040], [-0.020, 0.324, 0.088], [-0.607, -0.028, 0.357], [0.128, -0.388, -0.054], [-0.001, -0.103, 0.122], [0.044, -0.100, 0.035], [-0.017, 0.103, -0.194], [0.166, -0.073, -0.152], [0.049, -0.005, -0.062], [0.224, 0.065, -0.039], [-0.276, -0.068, 0.076], [-0.178, 0.324, 0.082], [0.198, -0.742, 0.021], [-0.053, 0.490, 0.302], [-0.222, -0.199, -0.585], [-0.189, 0.052, 0.149], [0.156, 0.161, -0.253], [0.104, -0.177, -0.193], [0.017, -0.072, -0.006], [0.063, 0.200, 0.361], [0.167, -0.030, 0.072], [0.249, 0.568, 0.708], [-0.768, -0.134, -0.455], [0.540, -0.643, -0.163], [-0.050, 0.311, -0.154], [-0.313, -0.735, 0.136], [-0.125, 0.323, -0.428], [0.835, -0.015, 0.189], [0.381, 0.082, 0.098], [0.049, 0.433, 0.140], [-0.136, -0.200, 0.099], [-0.041, 0.020, 0.074], [0.092, -0.044, 0.010], [-0.372, 0.054, 0.088], [-0.020, 0.058, 0.055], [-0.354, 0.013, -0.282], [-0.545, -0.058, 0.342], [0.186, -0.144, -0.135], [0.436, 0.156, -0.104], [0.114, 0.022, -0.065], [-0.117, 0.752, 0.071], [0.202, -0.044, 0.555], [0.131, 0.506, -0.461], [0.069, -0.371, -0.132], [-0.071, -0.140, -0.011], [0.026, 0.039, -0.038], [-0.076, -0.006, -0.322], [-0.182, -0.186, -0.105], [0.052, -0.124, 0.013], [-0.029, -0.217, 0.317], [-0.175, -0.231, -0.010], [0.810, 0.137, 0.054], [-0.262, -0.522, 0.557], [0.025, 0.325, -0.544], [-0.650, -0.064, -0.056], [0.793, -0.511, 0.352], [-0.240, 0.116, -0.199], [0.451, -0.202, 0.503], [-0.500, 0.154, -0.107], [-0.033, 0.252, -0.458], [-0.093, 0.004, 0.018], [0.134, -0.019, -0.056], [0.021, -0.066, 0.186], [-0.016, 0.247, 0.059], [-0.151, 0.191, -0.100], [-0.075, -0.170, -0.212], [-0.629, -0.198, -0.029], [0.368, 0.201, 0.024], [0.057, 0.175, 0.041], [0.243, 0.119, -0.018], [0.113, -0.002, -0.028], [0.217, 0.659, -0.352], [-0.264, -0.112, 0.201], [-0.189, -0.443, 0.172], [-0.028, 0.006, 0.183], [-0.134, -0.285, -0.052]], "gap_ev": 9.2, "e_homo_ev": -9.4, "e_above_lowest_kcal_mol": 0.0, "fmax_ev_per_a": 1.02}